Entry 1:
{
  "formula": "C3H12N3",
  "method": "ωB97M-V/def2-TZVPD",
  "symbols": ["C", "C", "C", "N", "N", "N", "H", "H", "H", "H", "H", "H", "H", "H", "H", "H", "H", "H"],
  "positions_angstrom": [[-1.831815, -0.238699, -1.105172], [1.707489, 0.290823, 0.020420], [-0.332248, 0.784222, 0.689680], [1.458334, -0.937883, -0.656374], [-0.322025, 0.919994, 2.080574], [-1.021043, -0.301256, 0.144279], [-2.770986, 0.352496, -0.770804], [-1.324132, 0.501942, -1.687306], [-2.141423, -1.153574, -1.564269], [2.028117, 1.217359, -0.442334], [2.264008, -0.014638, 0.873606], [-0.432372, 1.849053, 0.351221], [2.024815, -1.757387, -0.536203], [1.491895, -0.816091, -1.653163], [0.000450, 1.784117, 2.495411], [-0.022067, 0.104139, 2.584089], [-1.367903, -0.769294, 0.958794], [0.363930, -1.148191, -0.255496]],
  "forces_ev_per_a": [[-1.877, 3.208, 2.845], [-1.796, 1.053, 1.969], [2.788, 2.199, -0.342], [-2.366, -0.176, -0.817], [-0.482, -1.079, -0.113], [1.326, -0.950, 0.377], [1.032, -1.187, -0.885], [0.376, -0.163, -1.081], [0.480, -0.589, -0.088], [0.267, -0.688, -0.708], [0.369, 0.678, 1.039], [-0.144, -1.460, -0.884], [0.729, -0.220, 0.904], [-0.692, 0.067, -0.754], [0.007, -0.176, -0.390], [0.109, -0.030, 0.389], [-1.072, -0.760, -0.114], [0.946, 0.271, -1.348]],
  "lowdin_charge": [-0.025, -0.076, -0.271, 0.049, 0.064, -0.125, 0.126, 0.077, 0.083, 0.084, 0.070, 0.155, 0.146, 0.144, 0.107, 0.092, 0.133, 0.168],
  "spin_multiplicity": 1,
  "homo_lumo_gap_ev": 9.4191,
  "total_charge": 1,
  "lumo_energy_ev": -2.98
}

Entry 2:
{
  "formula": "C9H27BInO5S2",
  "method": "ωB97M-V/def2-TZVPD",
  "symbols": ["C", "C", "C", "C", "O", "In", "C", "B", "O", "O", "H", "H", "H", "H", "H", "H", "H", "H", "H", "H", "H", "H", "H", "H", "H", "C", "S", "O", "C", "H", "H", "H", "H", "H", "H", "C", "S", "O", "C", "H", "H", "H", "H", "H", "H"],
  "positions_angstrom": [[-1.205083, -1.017665, 0.913867], [-0.908591, 0.108461, 2.110510], [-1.963638, 1.398349, 1.970373], [-1.212347, 2.482629, 0.992740], [-1.803095, 3.830383, 0.989901], [-3.870151, 3.804744, 1.335460], [-4.939615, 2.242737, 0.041570], [-5.897289, 1.256377, 0.994378], [-6.651786, 1.770956, 2.154333], [-6.023441, -0.189037, 0.632725], [-0.455286, -0.911970, 0.002633], [-1.072662, -2.132249, 1.314093], [-2.308479, -0.896720, 0.533391], [0.213206, 0.462794, 2.128543], [-1.224272, -0.427731, 3.116092], [-2.088580, 1.834763, 3.050798], [-2.950007, 0.935497, 1.525225], [-1.051176, 2.078814, -0.112000], [-0.109353, 2.609096, 1.431868], [-4.628922, 5.425048, 0.997590], [-4.153378, 3.345927, 3.083480], [-4.158214, 1.512870, -0.486297], [-5.634480, 2.738720, -0.790027], [-6.147746, 1.572434, 3.016784], [-5.719893, -0.751883, 1.421028], [2.830132, -2.496165, 2.426117], [3.274370, -1.467713, 1.005421], [2.044826, -0.713286, 0.593355], [3.491446, -2.833341, -0.159324], [2.611553, -1.841660, 3.272837], [1.945786, -3.094286, 2.193554], [3.668351, -3.148827, 2.681851], [2.566974, -3.410976, -0.236337], [4.308954, -3.475570, 0.176789], [3.739743, -2.416990, -1.138791], [4.678704, 0.438329, -3.809593], [4.087977, -1.238479, -3.473745], [5.122857, -1.919722, -2.627771], [4.277375, -1.850576, -5.164354], [4.681235, 0.999053, -2.872220], [5.693459, 0.404074, -4.213328], [4.008005, 0.927159, -4.520359], [5.316555, -1.747200, -5.486316], [3.619311, -1.290574, -5.833009], [3.996658, -2.906594, -5.183832]],
  "forces_ev_per_a": [[0.539, -0.075, -0.057], [-1.412, -0.628, -0.057], [1.980, -1.095, -0.305], [0.439, 1.013, 0.519], [0.496, -2.534, -0.129], [-1.002, 0.276, 0.088], [-1.016, -1.896, -0.701], [0.174, 0.212, -0.498], [2.298, -1.685, 0.056], [1.320, 1.206, 2.549], [-1.647, -0.074, 1.951], [-0.277, 2.370, -0.745], [2.110, -0.256, 0.704], [-2.307, -0.849, -0.026], [0.990, 1.057, -1.833], [-0.045, -0.625, -2.302], [1.768, 1.286, 1.006], [-0.607, 0.499, 2.104], [-2.118, -0.414, -0.795], [0.428, -0.385, 0.029], [0.129, 0.068, -0.351], [-1.736, 1.543, 0.744], [1.554, -0.862, 1.664], [-1.083, 0.658, -2.007], [-1.046, 1.178, -1.593], [-0.124, -0.048, 0.102], [-0.471, 0.115, -0.229], [0.713, -0.500, 0.177], [-0.247, -0.041, -0.068], [0.031, 0.009, -0.176], [0.046, 0.110, -0.066], [-0.008, 0.086, -0.074], [-0.023, 0.102, 0.160], [-0.004, 0.121, -0.016], [0.081, -0.067, 0.412], [0.099, 0.049, 0.008], [0.240, 0.060, 0.015], [-0.170, 0.322, -0.599], [0.116, -0.086, -0.092], [-0.083, -0.184, -0.068], [-0.076, -0.113, 0.044], [-0.008, -0.100, 0.093], [-0.061, 0.023, 0.112], [0.012, -0.016, 0.128], [0.007, 0.169, 0.122]],
  "lowdin_charge": [-0.151, -0.247, -0.236, -0.345, -0.479, 0.487, -0.243, -0.597, -0.031, -0.021, 0.062, 0.063, 0.065, 0.088, 0.093, 0.095, 0.080, 0.119, 0.110, -0.121, -0.084, 0.033, 0.039, 0.102, 0.100, -0.275, 0.813, -0.558, -0.271, 0.049, 0.054, 0.046, 0.061, 0.057, -0.019, -0.259, 0.827, -0.563, -0.270, 0.056, 0.056, 0.055, 0.056, 0.053, 0.050],
  "spin_multiplicity": 1,
  "homo_lumo_gap_ev": 6.3497,
  "total_charge": -1,
  "lumo_energy_ev": 1.88
}